[1]
Below is C5H5N as an isolated structure, with properties calculated with ωB97M-V/def2-TZVPD.

Positions of all 11 atoms, in Å:
1 C -1.444 0.258 -0.416
2 C 0.654 -0.406 1.281
3 C -0.536 -0.114 -1.429
4 C 1.403 -0.682 0.187
5 C -0.190 0.477 0.480
6 N 0.709 0.248 -0.695
7 H -2.524 0.371 -0.369
8 H 0.671 -0.485 2.344
9 H -0.671 -0.367 -2.512
10 H 2.204 -1.278 -0.182
11 H -0.276 1.978 1.312

Properties
HOMO level   -8.76 eV
LUMO energy   0.34 eV
2S+1   1
Orbital gap   9.100 eV
Relative energy (zero: lowest compared OMol25 entry of this formula, charge and spin)   151.3 kcal per mole
E_tot   -248.03393 Eh



[2]
Below is one molecule with the formula C4H6Br2O, with properties calculated with ωB97M-V/def2-TZVPD.

Positions of all 13 atoms, in Å:
1 C -0.099 0.052 0.993
2 C 0.928 0.321 -0.089
3 C -1.283 -0.895 0.731
4 C 0.554 1.265 -1.131
5 O -1.057 -2.284 0.704
6 Br 2.302 -1.080 -0.443
7 Br -2.536 -0.338 -0.550
8 H 0.470 -0.387 1.892
9 H -0.541 0.954 1.215
10 H -0.296 1.101 -1.716
11 H 1.387 1.489 -1.868
12 H 0.285 2.153 -0.543
13 H -0.115 -2.351 0.806

Properties
HOMO level (alpha / beta)   -7.97 / -8.32 eV
LUMO energy (alpha / beta)   -0.29 / 0.07 eV
2S+1   1
Orbital gap (alpha / beta)   7.685 / 8.392 eV
Relative energy (zero: lowest compared OMol25 entry of this formula, charge and spin)   78.4 kcal per mole
E_tot   -5379.15122 Eh



[3]
Below is a 3-piece molecular cluster, C3H10O5 overall, with properties calculated with ωB97M-V/def2-TZVPD.

Positions of all 18 atoms, in Å:
1 O 0.835 0.707 -0.760
2 C -0.242 1.128 -0.678
3 O -0.819 1.792 -1.770
4 C -1.412 0.958 0.247
5 C -0.923 0.901 1.661
6 O -0.556 2.232 1.761
7 H -0.332 2.101 -2.523
8 H -2.154 0.182 -0.005
9 H -2.003 1.883 0.193
10 H -0.200 0.106 1.826
11 H -1.789 0.464 2.331
12 H -0.214 2.410 2.694
13 O 2.669 -1.509 0.173
14 H 2.891 -2.407 0.422
15 H 1.784 -1.421 0.426
16 O 0.082 -4.633 -0.716
17 H 0.408 -4.714 -1.548
18 H -0.620 -5.238 -0.696

Properties
HOMO level   -10.46 eV
LUMO energy   0.64 eV
2S+1   1
Orbital gap   11.100 eV
Structure (SMILES)   O=C(O)CCO.O.O
Relative energy (zero: lowest compared OMol25 entry of this formula, charge and spin)   33.1 kcal per mole
E_tot   -496.46301 Eh



[4]
Below is one molecule with the formula C4H3NO, with properties calculated with ωB97M-V/def2-TZVPD.

Positions of all 9 atoms, in Å:
1 C -1.950 -0.939 0.299
2 C -0.937 -0.316 0.111
3 C 0.246 0.567 -0.024
4 O 0.585 0.964 -1.333
5 C 1.428 -0.031 0.627
6 N 2.376 -0.487 1.102
7 H -2.858 -1.491 0.429
8 H 0.011 1.476 0.541
9 H 1.099 0.258 -1.752

Properties
HOMO level   -11.05 eV
LUMO energy   0.54 eV
2S+1   1
Orbital gap   11.592 eV
Structure (SMILES)   C#C[C@H](O)C#N
Relative energy (zero: lowest compared OMol25 entry of this formula, charge and spin)   35.7 kcal per mole
E_tot   -284.11619 Eh



[5]
Below is a 2-piece molecular cluster, C3H9N3O2 overall, with properties calculated with ωB97M-V/def2-TZVPD.

Positions of all 17 atoms, in Å:
1 C 1.606 -1.389 -0.620
2 C -0.024 0.562 -0.240
3 C -1.247 1.001 0.664
4 H 1.495 -1.129 -1.854
5 H 1.091 -2.717 -0.217
6 H 2.807 -1.230 -0.328
7 H -1.458 -1.445 -0.018
8 H -0.691 -1.713 1.655
9 H -2.198 0.488 0.460
10 H -1.683 2.184 0.370
11 H 0.001 1.231 2.633
12 H 0.685 2.478 -2.330
13 N 0.532 -0.616 0.052
14 N -0.408 -1.663 0.495
15 N 0.599 1.020 -1.289
16 O -0.955 0.768 2.233
17 O -0.153 2.172 -1.667

Properties
HOMO level   -8.08 eV
LUMO energy   0.55 eV
2S+1   1
Orbital gap   8.625 eV
Relative energy (zero: lowest compared OMol25 entry of this formula, charge and spin)   262.8 kcal per mole
E_tot   -434.10729 Eh



[6]
Below is one molecule with the formula C24H22N2O2, with properties calculated with ωB97M-V/def2-TZVPD.

Positions of all 50 atoms, in Å:
1 C -4.880 -2.913 -4.183
2 O -5.448 -1.842 -3.377
3 C -4.511 -1.137 -2.695
4 C -4.946 -0.167 -1.764
5 C -4.043 0.442 -0.932
6 C -2.662 0.143 -1.045
7 C -1.702 0.718 -0.093
8 C -0.370 0.747 -0.352
9 C 0.544 1.606 0.453
10 C 2.016 1.378 0.218
11 C 2.895 2.176 0.975
12 C 4.190 2.348 0.489
13 C 4.695 1.517 -0.540
14 O 5.964 1.678 -0.926
15 C 6.521 0.619 -1.772
16 C 3.837 0.575 -1.163
17 C 2.509 0.439 -0.726
18 N 0.373 1.197 2.046
19 C 0.609 2.096 3.042
20 N 0.407 1.641 4.276
21 C 0.027 0.310 4.128
22 C -0.300 -0.702 5.062
23 C -0.661 -1.964 4.546
24 C -0.735 -2.183 3.179
25 C -0.432 -1.199 2.219
26 C -0.004 0.031 2.680
27 C -2.215 -0.763 -2.055
28 C -3.138 -1.413 -2.858
29 H -5.710 -3.471 -4.630
30 H -4.239 -2.500 -4.984
31 H -4.260 -3.595 -3.569
32 H -5.992 0.107 -1.703
33 H -4.315 1.225 -0.204
34 H -2.002 1.122 0.881
35 H 0.020 0.170 -1.198
36 H 0.209 2.753 0.544
37 H 2.553 2.734 1.861
38 H 4.849 3.097 0.899
39 H 7.607 0.716 -1.799
40 H 6.278 -0.377 -1.384
41 H 6.130 0.686 -2.794
42 H 4.222 -0.040 -1.968
43 H 1.845 -0.320 -1.188
44 H 0.902 3.119 2.873
45 H -0.272 -0.498 6.143
46 H -0.898 -2.768 5.243
47 H -1.025 -3.144 2.798
48 H -0.504 -1.318 1.140
49 H -1.136 -0.921 -2.229
50 H -2.799 -2.156 -3.567

Properties
HOMO level   -7.95 eV
LUMO energy   0.13 eV
2S+1   1
Orbital gap   8.086 eV
Structure (SMILES)   COc1ccc(/C=C/[C@H](c2ccc(OC)cc2)n2cnc3ccccc32)cc1
Relative energy (zero: lowest compared OMol25 entry of this formula, charge and spin)   109.0 kcal per mole
E_tot   -1187.64514 Eh



[7]
Below is C23H20Cl2NO2SZn as an isolated structure, with properties calculated with ωB97M-V/def2-TZVPD.

Positions of all 50 atoms, in Å:
1 C 2.390 -1.196 -6.754
2 C 1.833 -1.402 -5.379
3 C 1.068 -0.398 -4.785
4 C 0.534 -0.559 -3.511
5 C 0.783 -1.743 -2.812
6 S 0.002 -2.003 -1.223
7 N 1.189 -1.383 -0.166
8 C 0.957 -1.438 1.102
9 C 1.929 -0.964 2.070
10 C 1.613 -1.054 3.442
11 C 2.517 -0.607 4.402
12 C 3.752 -0.065 4.003
13 C 4.075 0.022 2.636
14 C 3.169 -0.428 1.665
15 O -1.161 -1.142 -1.175
16 O -0.125 -3.422 -1.030
17 C 1.543 -2.765 -3.391
18 C 2.067 -2.581 -4.667
19 H 2.964 -2.072 -7.065
20 H 1.586 -1.027 -7.480
21 H 3.048 -0.318 -6.780
22 H 0.882 0.523 -5.331
23 H -0.076 0.217 -3.052
24 H 0.042 -1.860 1.549
25 H 0.646 -1.484 3.716
26 H 2.260 -0.683 5.461
27 H 4.458 0.287 4.761
28 H 5.036 0.441 2.328
29 H 3.394 -0.381 0.596
30 H 1.711 -3.688 -2.840
31 H 2.664 -3.368 -5.121
32 Cl -2.748 2.370 6.568
33 Zn -2.656 3.380 4.684
34 Cl -2.657 5.195 3.570
35 C -2.911 1.468 3.272
36 C -1.479 1.500 3.193
37 C -1.118 1.596 1.834
38 C -2.297 1.649 1.037
39 C -3.432 1.585 1.938
40 C -4.724 1.690 1.430
41 C -4.902 1.719 0.043
42 C -3.807 1.679 -0.835
43 C -2.503 1.655 -0.346
44 H -3.516 1.177 4.140
45 H -0.795 1.482 4.047
46 H -0.114 1.647 1.414
47 H -5.559 1.766 2.126
48 H -5.910 1.760 -0.364
49 H -3.978 1.647 -1.910
50 H -1.645 1.578 -1.009

Properties
Total charge   -1
HOMO level   -3.45 eV
LUMO energy   1.70 eV
2S+1   1
Orbital gap   5.153 eV
E_tot   -4191.71892 Eh